This record from the OMol25 dataset describes a molecular structure, C20H20ClF3N2O3 at a distorted geometry. The level of theory is ωB97M-V with the def2-TZVPD basis set.

The calculation puts the total energy at -50848.1447 eV. The value obtained for the HOMO energy is -7.90 eV.

Geometry as XYZ:
```
49
C20H20ClF3N2O3 | the OMol25 dataset | ωB97M-V with the def2-TZVPD basis set
C 2.4589 1.2683 2.6309
H 2.2432 0.2256 2.7141
O 2.2226 1.7960 1.2247
C 0.8041 1.7193 0.8831
C -0.2850 1.2328 1.5900
C -1.6656 1.4018 1.3237
C -1.9815 1.7448 0.1361
C -0.8472 2.2491 -0.9712
C 0.4180 2.2126 -0.4814
H 1.3368 2.4351 -1.0215
H -1.0766 2.7440 -1.8445
C -3.4044 1.9725 -0.6658
H -3.2493 1.9421 -1.7378
H -3.8802 2.7190 -0.0135
C -3.9812 0.4870 -0.5162
C -3.1069 -0.6077 -0.7654
O -2.4581 -0.6479 -1.9345
N -2.8564 -1.7084 -0.0246
C -3.1815 -1.6965 1.1917
H -4.4046 -1.8349 1.4105
H -3.0037 -0.9767 1.7894
H -2.9783 -2.6177 1.8276
C -1.9456 -2.5782 -0.5631
H -2.2539 -3.5946 0.0225
H -2.0882 -2.5944 -1.9425
C -0.3893 -2.3330 -0.3253
O 0.1507 -3.0690 0.5820
N 0.0417 -1.2465 -1.1947
C 1.2088 -0.9194 -1.1216
C 2.3146 -1.2221 -0.2329
C 3.5596 -0.5264 -0.4905
C 3.8103 0.1790 -1.6374
C 2.8821 0.5409 -2.4174
C 1.5668 -0.1616 -2.3216
H 0.7860 0.1385 -3.0136
H 3.1242 1.3562 -3.2268
Cl 5.4407 0.8824 -1.8842
C 4.6106 -0.9617 0.8336
F 4.1199 -1.6564 1.6115
F 5.4913 -1.5831 0.1265
F 5.2731 0.0199 1.2787
H 1.9212 -1.7724 0.7568
H -0.7775 -1.0510 -1.7790
H -4.2979 0.2065 0.6762
H -4.9835 0.5288 -1.0677
H -2.2635 1.1914 1.9381
H -0.0560 0.9792 2.8002
H 2.1103 1.7702 3.3544
H 3.5208 1.4165 2.4923
```

Partial atomic charges computed with the Löwdin method, in multiples of e: C -0.01; H 0.08; O -0.10; C -0.20; C -0.01; C -0.11; C -0.13; C 0.04; C -0.04; H 0.10; H 0.07; C -0.05; H 0.10; H 0.12; C -0.12; C -0.35; O -0.09; N -0.16; C -0.16; H 0.17; H 0.01; H 0.14; C -0.09; H 0.17; H 0.24; C -0.25; O 0.01; N 0.13; C -0.35; C 0.07; C -0.06; C -0.67; C -0.14; C 0.04; H 0.10; H 0.15; Cl 0.65; C -0.88; F 0.36; F 0.16; F 0.21; H 0.15; H 0.11; H 0.16; H 0.15; H 0.01; H 0.17; H 0.01; H 0.09


This record from the OMol25 dataset describes a molecular structure, C17H24N5O8SeZr. The level of theory is ωB97M-V with the def2-TZVPD basis set.

Its energy above the lowest of the compared OMol25 structures with the same formula, charge and spin is 2.4147 eV. The calculation puts the total energy at -108481.5724 eV. As for the charge: -1. The value obtained for the HOMO energy is -4.55 eV.

Geometry as XYZ:
```
56
C17H24N5O8SeZr | the OMol25 dataset | ωB97M-V with the def2-TZVPD basis set
Zr -0.0190 -0.6345 -0.0687
O -3.6781 -0.3660 2.0837
C -2.5477 -0.1305 1.7139
O -2.0421 -0.4588 0.5619
C -1.5958 0.6607 2.6143
N -0.5783 1.3116 1.7797
C 0.5849 1.7082 2.5774
C 1.7549 2.0823 1.6865
N 2.0405 0.9844 0.7405
C 2.7123 1.5049 -0.4577
C 2.7587 0.5326 -1.6318
N 1.4558 -0.0724 -2.0158
C 0.7605 0.8105 -2.9784
C 0.1515 2.0324 -2.3227
N -0.6772 1.6995 -1.1428
C -0.7146 2.8463 -0.2315
C -1.2376 2.4657 1.1404
C -2.0468 1.3974 -1.6096
C -2.0835 0.0374 -2.2946
O -2.8833 -0.1772 -3.1852
O -1.2046 -0.7948 -1.8475
C 1.6775 -1.3984 -2.6728
C 1.2129 -2.6458 -1.8983
O 1.5876 -3.7251 -2.2939
O 0.3910 -2.4360 -0.9144
C 2.9251 0.0223 1.4561
C 0.4714 -1.6721 2.7499
O 0.3813 -2.9544 3.5633
O -0.2302 -1.8421 1.7649
H -1.1170 -0.0255 3.3099
H -2.1729 1.3859 3.1989
H 0.8559 0.8495 3.1922
H 0.3392 2.5489 3.2431
H 2.6361 2.2777 2.3095
H 1.5520 3.0050 1.1459
H 3.7542 1.7668 -0.2198
H 2.2191 2.4357 -0.7297
H 3.4218 -0.2825 -1.3595
H 3.1817 1.0611 -2.4978
H -0.0108 0.2337 -3.4746
H 1.4650 1.1474 -3.7508
H -0.4549 2.5615 -3.0681
H 0.9332 2.7236 -2.0190
H -1.3601 3.6395 -0.6364
H 0.2863 3.2634 -0.1715
H -2.2968 2.2280 1.0458
H -1.1770 3.3428 1.8002
H -2.4031 2.1727 -2.2956
H -2.7267 1.3319 -0.7638
H 2.7269 -1.5339 -2.9307
H 1.1040 -1.4295 -3.5996
H 2.5541 -0.0771 2.4741
H 3.9428 0.4312 1.4828
Se 2.8179 -1.7256 0.6372
C 1.0157 -2.8995 4.6748
N 1.5633 -2.8766 5.6916
```

Partial atomic charges computed with the Löwdin method, in multiples of e: Zr 1.90; O 0.08; C -0.61; O -0.19; C -0.11; N -0.19; C -0.17; C -0.18; N -0.26; C -0.19; C -0.20; N -0.21; C -0.17; C -0.15; N -0.18; C -0.17; C -0.15; C -0.09; C -0.62; O 0.07; O -0.18; C -0.09; C -0.67; O 0.07; O -0.27; C -0.62; C -0.21; O -0.01; O -0.21; H 0.10; H 0.14; H 0.10; H 0.13; H 0.13; H 0.10; H 0.13; H 0.08; H 0.04; H 0.13; H 0.11; H 0.13; H 0.13; H 0.10; H 0.14; H 0.09; H 0.12; H 0.13; H 0.13; H 0.12; H 0.13; H 0.13; H 0.03; H 0.06; Se 0.68; C -0.44; N 0.11


Repeat the second record exactly.
This record from the OMol25 dataset describes a molecular structure, C17H24N5O8SeZr. The level of theory is ωB97M-V with the def2-TZVPD basis set.

Its energy above the lowest of the compared OMol25 structures with the same formula, charge and spin is 2.4147 eV. The calculation puts the total energy at -108481.5724 eV. As for the charge: -1. The value obtained for the HOMO energy is -4.55 eV.

Geometry as XYZ:
```
56
C17H24N5O8SeZr | the OMol25 dataset | ωB97M-V with the def2-TZVPD basis set
Zr -0.0190 -0.6345 -0.0687
O -3.6781 -0.3660 2.0837
C -2.5477 -0.1305 1.7139
O -2.0421 -0.4588 0.5619
C -1.5958 0.6607 2.6143
N -0.5783 1.3116 1.7797
C 0.5849 1.7082 2.5774
C 1.7549 2.0823 1.6865
N 2.0405 0.9844 0.7405
C 2.7123 1.5049 -0.4577
C 2.7587 0.5326 -1.6318
N 1.4558 -0.0724 -2.0158
C 0.7605 0.8105 -2.9784
C 0.1515 2.0324 -2.3227
N -0.6772 1.6995 -1.1428
C -0.7146 2.8463 -0.2315
C -1.2376 2.4657 1.1404
C -2.0468 1.3974 -1.6096
C -2.0835 0.0374 -2.2946
O -2.8833 -0.1772 -3.1852
O -1.2046 -0.7948 -1.8475
C 1.6775 -1.3984 -2.6728
C 1.2129 -2.6458 -1.8983
O 1.5876 -3.7251 -2.2939
O 0.3910 -2.4360 -0.9144
C 2.9251 0.0223 1.4561
C 0.4714 -1.6721 2.7499
O 0.3813 -2.9544 3.5633
O -0.2302 -1.8421 1.7649
H -1.1170 -0.0255 3.3099
H -2.1729 1.3859 3.1989
H 0.8559 0.8495 3.1922
H 0.3392 2.5489 3.2431
H 2.6361 2.2777 2.3095
H 1.5520 3.0050 1.1459
H 3.7542 1.7668 -0.2198
H 2.2191 2.4357 -0.7297
H 3.4218 -0.2825 -1.3595
H 3.1817 1.0611 -2.4978
H -0.0108 0.2337 -3.4746
H 1.4650 1.1474 -3.7508
H -0.4549 2.5615 -3.0681
H 0.9332 2.7236 -2.0190
H -1.3601 3.6395 -0.6364
H 0.2863 3.2634 -0.1715
H -2.2968 2.2280 1.0458
H -1.1770 3.3428 1.8002
H -2.4031 2.1727 -2.2956
H -2.7267 1.3319 -0.7638
H 2.7269 -1.5339 -2.9307
H 1.1040 -1.4295 -3.5996
H 2.5541 -0.0771 2.4741
H 3.9428 0.4312 1.4828
Se 2.8179 -1.7256 0.6372
C 1.0157 -2.8995 4.6748
N 1.5633 -2.8766 5.6916
```

Partial atomic charges computed with the Löwdin method, in multiples of e: Zr 1.90; O 0.08; C -0.61; O -0.19; C -0.11; N -0.19; C -0.17; C -0.18; N -0.26; C -0.19; C -0.20; N -0.21; C -0.17; C -0.15; N -0.18; C -0.17; C -0.15; C -0.09; C -0.62; O 0.07; O -0.18; C -0.09; C -0.67; O 0.07; O -0.27; C -0.62; C -0.21; O -0.01; O -0.21; H 0.10; H 0.14; H 0.10; H 0.13; H 0.13; H 0.10; H 0.13; H 0.08; H 0.04; H 0.13; H 0.11; H 0.13; H 0.13; H 0.10; H 0.14; H 0.09; H 0.12; H 0.13; H 0.13; H 0.12; H 0.13; H 0.13; H 0.03; H 0.06; Se 0.68; C -0.44; N 0.11


The lowest HOMO belongs to which entry?
C20H20ClF3N2O3


The highest HOMO belongs to which entry?
C17H24N5O8SeZr